Density functional theory data (ωB97M-V/def2-TZVPD) for a cluster of 2 separate species, C4H6N2O in total.

Bonds (Å) are listed after each position.
Positions of all 13 atoms, in Å:
1 C 0.859 -0.964 -0.201  C2 1.411, C5 1.376, H6 1.080
2 C 0.142 0.113 -0.764  C1 1.411, N3 1.325, H7 1.082
3 N 0.891 1.199 -0.894  C2 1.325, N4 1.339
4 N 2.088 0.828 -0.422  N3 1.339, C5 1.354, H8 1.007
5 C 2.121 -0.458 0.003  C1 1.376, N4 1.354, H9 1.081
6 H 0.499 -1.957 0.027  C1 1.080
7 H -0.891 0.133 -1.089  C2 1.082
8 H 2.838 1.499 -0.417  N4 1.007
9 H 3.022 -0.899 0.406  C5 1.081
10 C -2.895 0.133 0.838  O11 1.205, H12 1.109, H13 1.107
11 O -2.503 -0.951 1.188  C10 1.205
12 H -3.843 0.261 0.278  C10 1.109
13 H -2.328 1.062 1.045  C10 1.107

Results
net charge: 0
SMILES: c1cn[nH]c1.C=O
total energy: -9271.4211 eV

These are the Mulliken partial charges, in e, on atoms 1 to 8: C -0.262; C -0.417; N -0.780; N 0.283; C -0.391; H 0.349; H 0.579; H 0.219

Density functional theory data (ωB97M-V/def2-TZVPD) for a cluster of 2 separate species, C4H12N2O in total.

Bonds (Å) are listed after each position.
Positions of all 19 atoms, in Å:
1 N 2.500 0.435 0.560  C2 1.485, H4 1.012, H5 1.019
2 C 1.875 -0.889 0.311  N1 1.485, O3 1.285, H6 1.158, H7 1.174
3 O 2.582 -1.961 0.378  C2 1.285
4 H 3.227 0.520 -0.139  N1 1.012
5 H 3.023 0.300 1.423  N1 1.019
6 H 0.953 -0.863 1.010  C2 1.158
7 H 1.348 -0.710 -0.723  C2 1.174
8 C -1.728 2.117 -0.022  C9 1.492, H12 1.088, H13 1.089, H14 1.090
9 C -0.990 0.823 -0.093  C8 1.492, C10 1.325, H15 1.089
10 C -1.607 -0.316 -0.374  C9 1.325, N11 1.468, H16 1.080
11 N -0.892 -1.597 -0.449  C10 1.468, H17 1.046, H18 1.015, H19 1.018
12 H -2.798 1.983 -0.162  C8 1.088
13 H -1.532 2.585 0.941  C8 1.089
14 H -1.344 2.792 -0.787  C8 1.090
15 H 0.082 0.860 0.092  C9 1.089
16 H -2.669 -0.380 -0.559  C10 1.080
17 H 0.103 -1.448 -0.165  N11 1.046
18 H -1.292 -2.300 0.164  N11 1.015
19 H -0.842 -1.949 -1.403  N11 1.018

Results
net charge: 0
total energy: -9366.5916 eV

These are the Mulliken partial charges, in e, on atoms 1 to 8: N -0.545; C -0.089; O -0.856; H 0.256; H 0.281; H 0.106; H 0.134; C -1.281

Density functional theory data (ωB97M-V/def2-TZVPD) for a cluster of 9 separate species, C9H18Cl18 in total in a non-equilibrium geometry.

Bonds (Å) are listed after each position.
Positions of all 45 atoms, in Å:
1 Cl -0.011 -2.922 1.053  C2 1.807
2 C 0.997 -2.777 2.546  Cl1 1.807, Cl3 1.790, H4 1.075, H5 1.058
3 Cl 0.383 -1.355 3.443  C2 1.790
4 H 0.865 -3.684 3.108  C2 1.075
5 H 1.993 -2.510 2.310  C2 1.058
6 Cl 2.868 -5.042 -2.771  C7 1.736
7 C 2.528 -3.376 -3.116  Cl6 1.736, Cl8 1.765, H9 1.066, H10 1.105
8 Cl 3.270 -2.823 -4.620  C7 1.765
9 H 1.466 -3.313 -3.189  C7 1.066
10 H 2.900 -2.761 -2.277  C7 1.105
11 Cl 3.217 3.611 1.777  C12 1.766
12 C 2.213 2.206 2.147  Cl11 1.766, Cl13 1.737, H14 1.079, H15 1.070
13 Cl 1.603 2.309 3.770  C12 1.737
14 H 1.426 2.105 1.417  C12 1.079
15 H 2.762 1.292 2.062  C12 1.070
16 Cl -4.009 -3.516 2.524  C17 1.761
17 C -3.610 -2.084 1.579  Cl16 1.761, Cl18 1.771, H19 1.038, H20 1.103
18 Cl -3.455 -2.520 -0.130  C17 1.771
19 H -4.457 -1.505 1.734  C17 1.038
20 H -2.673 -1.687 2.002  C17 1.103
21 Cl 0.350 3.907 -4.250  C22 1.772
22 C -0.877 2.647 -4.037  Cl21 1.772, Cl23 1.795, H24 1.106, H25 1.045
23 Cl -0.329 0.971 -4.370  C22 1.795
24 H -1.199 2.710 -2.981  C22 1.106
25 H -1.592 2.864 -4.768  C22 1.045
26 Cl 4.968 -2.331 -0.398  C27 1.738
27 C 4.879 -0.979 0.690  Cl26 1.738, Cl28 1.784, H29 1.080, H30 1.076
28 Cl 4.862 -1.383 2.428  C27 1.784
29 H 5.782 -0.405 0.538  C27 1.080
30 H 4.010 -0.430 0.374  C27 1.076
31 Cl -2.107 1.626 2.645  C32 1.802
32 C -1.941 3.376 2.248  Cl31 1.802, Cl33 1.781, H34 1.065, H35 1.065
33 Cl -2.691 3.823 0.696  C32 1.781
34 H -2.438 3.838 3.068  C32 1.065
35 H -0.902 3.598 2.166  C32 1.065
36 Cl 1.989 -0.034 -1.212  C37 1.855
37 C 0.150 0.084 -0.997  Cl36 1.855, Cl38 1.793, H39 1.067, H40 1.096
38 Cl -0.331 1.744 -0.523  C37 1.793
39 H -0.276 -0.188 -1.936  C37 1.067
40 H -0.006 -0.603 -0.157  C37 1.096
41 Cl -3.669 1.130 -2.418  C42 1.829
42 C -4.522 0.982 -0.806  Cl41 1.829, Cl43 1.759, H44 1.070, H45 1.079
43 Cl -5.693 2.268 -0.548  C42 1.759
44 H -4.994 0.027 -0.706  C42 1.070
45 H -3.700 1.107 -0.118  C42 1.079

Results
net charge: 0
SMILES: ClCCl.ClCCl.ClCCl.ClCCl.ClCCl.ClCCl.ClCCl.ClCCl.ClCCl
total energy: -235028.6358 eV

These are the Mulliken partial charges, in e, on atoms 1 to 8: Cl -0.140; C -0.055; Cl -0.124; H 0.345; H -0.021; Cl -0.162; C 0.291; Cl -0.161